C29H39N6O5STi | the ωB97M-V functional and the def2-TZVPD basis

```
81
Properties=species:S:1:pos:R:3:forces:R:3:lowdin_spin:R:1
Ti -0.51163 0.32746 -0.18068 0.882 -0.992 0.841 0.9749
O -0.95297 4.24239 -1.92903 0.312 -0.224 -0.007 0.0006
C -0.70167 3.15421 -1.20197 -0.536 -0.081 0.107 0.0020
O -1.26999 2.09821 -1.38070 -0.034 0.649 -0.276 0.0034
C 0.27331 3.33367 -0.06118 0.022 0.078 -0.111 0.0034
O -0.05130 2.41444 0.95860 -0.208 0.000 -0.259 0.0076
C -1.28706 2.76726 1.63305 0.187 0.114 0.095 0.0019
C -2.50770 1.96471 1.15053 0.077 0.091 -0.058 0.0028
O -3.59297 2.54010 1.12676 -0.099 -0.057 0.061 -0.0001
O -2.25878 0.75765 0.84437 -0.482 0.172 0.003 0.0178
H -1.53369 3.97172 -2.65882 -0.006 -0.027 -0.009 -0.0001
H 0.25504 4.36695 0.29525 0.007 -0.030 0.007 0.0004
H 1.27395 3.09004 -0.42829 0.000 0.014 0.064 0.0007
H -1.46389 3.83849 1.52496 -0.044 -0.026 0.019 0.0001
H -1.12912 2.53473 2.68546 -0.010 0.017 0.045 0.0000
N 2.48067 1.47273 -3.30825 -0.001 0.161 0.097 0.0607
C 3.25458 1.42061 -2.16799 0.039 -0.035 -0.108 0.0038
C 4.57781 1.74639 -1.94043 0.024 0.048 0.013 0.0136
C 5.05958 1.59852 -0.64140 -0.039 -0.035 0.054 0.0312
C 4.22290 1.13776 0.37308 0.020 0.018 -0.074 0.0075
C 2.89445 0.80036 0.13130 -0.011 -0.018 0.148 0.0329
C 2.40044 0.93431 -1.16368 -0.123 0.047 -0.026 0.0032
N 1.12441 0.69627 -1.67768 0.481 0.263 -0.081 0.1234
C 1.20184 1.03452 -2.99675 -0.071 -0.007 -0.036 0.1429
C 0.21229 1.08330 -3.99035 -0.112 0.037 -0.095 0.1210
C 0.32790 1.74382 -5.24699 0.018 -0.143 0.127 0.3091
S -1.12101 1.50187 -6.16555 0.009 0.042 -0.085 0.1510
C -1.76828 0.58231 -4.84382 -0.050 -0.034 0.054 -0.0066
N -1.00568 0.44599 -3.82166 0.036 -0.035 0.062 -0.0001
H 2.78511 1.70451 -4.23516 0.008 -0.083 0.000 0.0060
H 5.21384 2.10925 -2.73889 0.003 -0.003 -0.008 -0.0001
H 6.09158 1.83985 -0.42098 0.011 0.006 -0.006 0.0022
H 4.61449 1.02048 1.37567 0.009 0.002 0.010 -0.0003
H 2.25775 0.41069 0.91660 0.044 0.045 -0.068 0.0027
H 1.09838 2.40327 -5.60468 0.017 0.050 0.027 0.0271
H -2.75500 0.14360 -4.90364 -0.016 0.003 -0.013 -0.0023
N -1.80357 -0.96957 -1.35200 -0.617 0.305 -0.288 0.0157
C -2.74947 -1.96038 -0.81046 0.037 0.087 0.228 0.0024
C -4.15283 -1.91059 -1.42791 0.033 0.036 0.091 0.0002
C -4.98649 -0.71108 -0.96107 0.051 -0.023 0.068 0.0001
N -4.44509 0.56728 -1.42043 0.138 -0.007 -0.140 0.0003
H -2.37815 -0.13882 -1.51205 -0.276 0.080 -0.314 0.0007
H -1.47136 -1.19573 -2.28155 0.065 -0.200 -0.065 0.0049
H -2.83150 -1.76518 0.26321 0.010 -0.047 -0.033 0.0003
H -2.31993 -2.95418 -0.91613 0.045 -0.048 -0.072 0.0000
H -4.67753 -2.82806 -1.13778 -0.022 0.025 -0.018 0.0001
H -4.08983 -1.91383 -2.52238 0.042 0.004 0.004 0.0001
H -4.99253 -0.70493 0.13144 0.030 0.005 0.003 0.0000
H -6.02929 -0.84333 -1.27741 0.031 -0.052 -0.003 0.0000
H -4.41194 1.27127 -0.69022 -0.005 -0.055 0.019 0.0001
H -4.93735 0.92410 -2.22684 -0.008 0.041 0.074 0.0000
C 0.41837 -3.78244 -0.21921 -0.116 -0.089 -0.070 -0.0002
C 1.79328 -3.31320 0.23471 0.202 0.018 -0.053 -0.0004
C 2.43835 -2.43154 -0.83481 -0.021 0.101 -0.017 0.0008
C 1.71436 -2.68626 1.61071 0.042 -0.160 0.090 -0.0050
C 2.37382 -3.34246 2.64353 0.002 0.012 -0.014 0.0003
C 2.29527 -2.92782 3.96449 -0.001 0.058 -0.052 -0.0049
C 1.50961 -1.82107 4.24832 -0.001 -0.019 -0.023 0.0003
C 0.83641 -1.12889 3.25256 0.045 -0.024 0.093 -0.0052
C -0.05176 0.03377 3.63283 -0.003 0.050 -0.048 -0.0004
C -1.36532 -0.45098 4.24772 -0.015 -0.037 0.012 -0.0002
C 0.64254 1.04207 4.54714 0.009 0.034 0.000 -0.0001
C 0.93119 -1.53092 1.88497 -0.135 0.284 -0.142 -0.0070
N 0.30913 -0.81260 0.90431 0.134 -0.238 0.284 -0.0482
H 0.46214 -4.22846 -1.21783 0.008 -0.017 0.003 0.0000
H -0.24169 -2.92168 -0.24738 -0.112 0.086 -0.040 0.0001
H 0.00004 -4.51590 0.47428 0.013 -0.014 0.002 0.0000
H 2.42856 -4.19903 0.35192 0.006 -0.006 -0.038 0.0000
H 1.80963 -1.56755 -1.05882 0.045 -0.183 0.036 0.0010
H 2.57832 -3.00722 -1.75465 0.002 -0.009 -0.028 0.0000
H 3.41431 -2.06165 -0.51251 -0.004 -0.020 0.017 0.0003
H 2.96762 -4.21691 2.39408 0.005 -0.018 0.009 0.0001
H 2.83005 -3.45239 4.74632 -0.011 -0.013 0.016 -0.0004
H 1.41323 -1.48865 5.27734 0.002 -0.012 0.006 0.0001
H -0.30121 0.52557 2.69514 0.012 0.020 -0.044 0.0000
H -1.19199 -0.91769 5.22239 0.011 -0.005 0.001 0.0000
H -1.84053 -1.18856 3.59993 0.001 0.017 -0.032 0.0000
H -2.06583 0.37838 4.38540 0.001 0.006 0.019 0.0000
H 0.96166 0.58575 5.48724 -0.013 -0.005 -0.001 0.0000
H -0.02967 1.86518 4.80826 -0.032 0.020 -0.034 0.0000
H 1.52744 1.46374 4.06613 0.006 -0.013 -0.015 0.0000
```
Forces are in eV/Å.

Output
Relative energy (zero: lowest compared OMol25 entry of this formula, charge and spin) in kJ/mol: 71.5
Spin multiplicity: 3
Total charge: -1
Total energy in eV: -83839.5456
Frontier orbital gap (spin up / spin down) in hartree: 0.1588 / 0.2183

=====

C29H39N7O4SScSi | the ωB97M-V functional and the def2-TZVPD basis

```
82
Properties=species:S:1:pos:R:3:forces:R:3:mulliken_charge:R:1
Sc -0.35275 -0.04243 0.21803 0.116 0.091 -0.132 -0.3022
N 0.80422 1.14644 -1.41477 0.150 -0.109 0.091 -0.0693
C 0.13591 1.18664 -2.71908 -0.062 -0.008 0.060 -0.5093
C -0.23062 -0.22890 -3.13533 -0.005 -0.006 -0.013 -1.1494
N -0.84930 -1.01555 -2.04514 0.021 0.063 0.054 0.8196
C -2.32108 -1.03834 -2.17290 0.015 -0.021 0.021 -1.0726
C -2.91262 0.32335 -1.86656 0.109 0.016 0.007 -0.9421
N -2.43114 0.77291 -0.54531 0.053 -0.027 -0.035 0.0547
C -0.31790 -2.39275 -2.03199 -0.031 0.008 0.033 -0.8041
C 1.09833 -2.42547 -1.49085 -0.023 0.076 0.021 -0.8428
N 1.10751 -1.86394 -0.12627 0.085 0.065 -0.108 -0.0946
H 0.98794 2.08470 -1.06509 0.029 -0.017 -0.009 -0.2909
H 1.73543 0.72978 -1.47667 0.013 0.033 -0.080 0.0541
H 0.76140 1.63360 -3.49334 0.051 0.033 -0.051 0.5476
H -0.74546 1.81747 -2.61930 -0.017 0.004 0.010 0.2352
H 0.68099 -0.73504 -3.45200 0.028 -0.011 0.000 0.4121
H -0.88545 -0.20579 -4.01112 -0.030 0.000 -0.020 0.2951
H -2.69964 -1.75943 -1.45131 -0.007 -0.016 0.006 0.4740
H -2.61823 -1.36755 -3.17438 -0.008 0.006 -0.042 0.5809
H -3.99931 0.26729 -1.90891 -0.091 -0.034 0.025 0.6040
H -2.61424 1.05639 -2.61476 -0.005 0.016 0.003 0.2763
H -2.96585 0.28953 0.17112 -0.084 0.034 0.043 0.3201
H -2.59699 1.76673 -0.40780 -0.019 0.057 -0.040 0.0303
H -0.35761 -2.84461 -3.02921 0.010 0.000 -0.030 0.3803
H -0.96081 -2.98536 -1.37844 -0.002 0.006 -0.002 0.4570
H 1.77413 -1.82220 -2.09771 0.011 0.008 -0.015 0.3198
H 1.47864 -3.44648 -1.51840 0.008 -0.070 0.016 0.5530
H 2.06339 -1.69527 0.17972 0.033 -0.009 0.004 0.2026
H 0.72814 -2.54489 0.52380 -0.014 -0.057 0.035 0.2460
C 1.99998 0.38009 3.64691 -0.026 0.034 -0.026 -0.8234
C 0.93858 -0.64132 3.47295 0.060 -0.003 0.020 -0.1850
N 0.18820 -0.84424 2.40348 -0.132 0.106 0.002 0.5790
C -0.68424 -1.86325 2.73530 -0.061 -0.027 -0.125 -0.0536
C -0.44238 -2.29240 4.00391 0.037 0.028 -0.047 -0.0823
N 0.58000 -1.50109 4.44730 0.057 -0.073 0.114 -0.0818
C -1.00048 -3.34089 4.90170 0.032 0.097 0.122 0.5629
O -1.95041 -4.10518 4.41223 -0.006 -0.149 0.006 -0.5201
O -0.56273 -3.43811 6.02026 0.008 -0.004 -0.057 -0.5947
C -1.72180 -2.25097 1.75012 0.168 0.056 0.069 0.7663
O -2.46786 -3.20090 1.93143 0.016 -0.065 0.054 -0.8729
O -1.71703 -1.47803 0.71547 -0.420 -0.423 -0.033 -0.0510
H 2.30689 0.76527 2.67551 -0.017 -0.015 0.039 -0.2879
H 2.86776 -0.04650 4.15129 -0.003 -0.011 -0.010 0.5574
H 1.61703 1.20410 4.25170 0.016 -0.007 -0.007 0.3159
H 0.96974 -1.58563 5.37556 0.007 -0.004 0.018 0.2690
H -2.16647 -3.88843 3.46903 -0.094 0.129 -0.038 0.4170
C -4.17735 4.83696 0.43250 0.001 -0.010 0.008 -0.5373
C -3.20360 4.63715 -0.53737 -0.001 0.007 0.001 -0.6521
C -2.03154 3.96385 -0.21477 -0.009 0.041 -0.004 -0.1616
C -1.78352 3.48343 1.07852 -0.030 0.011 0.035 0.2245
C -2.78202 3.70025 2.03401 0.002 -0.004 0.028 -0.2858
C -3.96204 4.36408 1.71961 -0.001 -0.001 -0.009 -0.6416
Si -0.25895 2.43249 1.51570 -0.011 0.104 0.008 1.3824
C 1.29516 3.48568 1.15889 0.001 0.017 0.046 0.3422
C 1.54562 4.09410 -0.07613 0.010 0.008 -0.048 0.1290
C 2.73622 4.75961 -0.34626 0.000 -0.019 0.010 -1.0949
C 3.71924 4.84858 0.62824 -0.008 -0.015 0.016 -0.4599
C 3.48400 4.28613 1.87666 -0.008 0.021 -0.031 -0.7843
C 2.29410 3.61876 2.13094 -0.003 -0.017 0.044 -0.2598
H -5.09377 5.35954 0.18728 0.036 -0.019 0.009 0.3951
H -3.35490 5.00851 -1.54451 -0.001 -0.009 0.032 0.4428
H -1.29722 3.81484 -1.00263 -0.002 0.005 0.013 0.0194
H -2.63219 3.34980 3.05055 -0.001 0.017 -0.049 0.3450
H -4.71246 4.51823 2.48608 0.024 -0.003 -0.031 0.4064
H -0.30553 2.38239 3.01306 0.031 0.044 -0.010 -0.4472
H 0.78634 4.09217 -0.85521 0.016 0.008 0.043 0.0988
H 2.88463 5.22689 -1.31246 -0.002 0.004 0.007 0.4641
H 4.64289 5.37863 0.42818 -0.022 -0.010 0.012 0.4866
H 4.22283 4.38601 2.66327 -0.005 -0.002 -0.010 0.4836
H 2.12760 3.21496 3.12448 0.003 0.019 -0.059 0.4032
S 3.50737 0.30806 0.19342 0.045 -0.054 -0.092 -0.3232
C 4.93553 1.19979 0.34751 -0.077 0.053 0.026 0.1884
N 5.59398 1.62160 -0.76414 0.094 0.064 0.104 0.0061
C 6.73387 2.35975 -0.75904 -0.084 -0.047 -0.072 -0.3398
C 7.30313 2.72112 0.41794 0.056 0.042 0.008 -0.6217
C 6.67497 2.30798 1.60926 -0.049 -0.035 0.082 -0.2176
C 5.52305 1.57164 1.57815 0.099 0.035 0.006 -0.5459
H 5.17994 1.35528 -1.64511 -0.033 -0.012 -0.058 0.2201
H 7.13358 2.61937 -1.72898 -0.008 -0.005 0.033 0.4169
H 8.21127 3.30517 0.42671 -0.029 -0.020 0.001 0.4229
H 7.10870 2.58243 2.56384 -0.020 -0.013 -0.046 0.4419
H 5.02664 1.26022 2.48495 0.012 -0.006 -0.011 0.3525
```
Forces are in eV/Å.

Output
Relative energy (zero: lowest compared OMol25 entry of this formula, charge and spin) in kJ/mol: 23.3
Total charge: +1
Total energy in eV: -88741.8092
Frontier orbital gap in hartree: 0.2605

=====

C29H39NO23PV | the ωB97M-V functional and the def2-TZVPD basis

```
94
Properties=species:S:1:pos:R:3:forces:R:3:lowdin_spin:R:1
O -0.96817 1.00745 -0.98393 2.813 2.885 1.520 0.0916
V 0.11773 2.11381 -0.32136 -1.179 -3.540 -2.810 -0.1126
O 1.62677 1.67920 -0.70668 -2.238 0.561 0.491 0.0499
P -0.44040 3.93770 1.30004 0.565 1.156 -1.511 0.0001
O -0.68700 5.11507 2.27819 0.250 -0.944 -0.124 0.6214
O -0.60506 4.25936 -0.18088 0.292 0.183 -0.883 0.0119
O -1.22120 2.65083 1.36444 -2.029 -0.807 0.750 0.1205
O 0.96763 3.33242 1.31036 1.339 0.915 1.288 0.2223
C -4.39048 -2.90242 -3.48444 -0.993 0.605 -0.487 0.0000
O -4.90400 -1.84938 -4.35287 -0.499 -1.838 1.695 0.0000
C -4.07707 -1.39902 -5.33916 2.320 1.858 0.923 0.0000
C -2.90898 -0.53194 -4.67331 -2.627 -0.297 -1.020 0.0000
O -3.50147 0.54062 -3.90734 1.471 -1.095 -0.538 0.0001
C -2.51133 1.54363 -3.70370 -0.030 0.488 -0.268 0.0003
H -4.15729 -3.78706 -4.07700 -0.145 -0.161 -0.036 0.0000
H -5.21243 -3.06899 -2.78819 -0.020 -0.352 -0.213 0.0000
H -3.53219 -2.70984 -2.84076 0.249 0.749 -0.367 0.0000
H -4.70021 -0.81518 -6.01659 0.217 0.141 -0.041 0.0000
H -3.51008 -2.14870 -5.89107 -0.296 -0.657 -0.233 0.0000
H -2.32653 -0.20611 -5.53509 0.400 0.542 0.168 0.0000
H -2.32613 -1.23319 -4.07611 0.249 0.303 0.323 0.0000
H -1.50036 1.17927 -3.52125 -0.128 -0.439 0.315 0.0002
H -2.78535 2.19807 -2.87623 -0.150 -0.195 -0.030 0.0000
H -2.43888 2.13026 -4.61952 -0.032 0.359 -0.185 0.0000
C 2.23888 -6.34404 -0.05977 -0.910 0.176 0.723 0.0000
O 0.83802 -6.15664 0.20788 0.668 -0.501 -0.242 0.0000
C 0.52781 -5.10856 1.09810 -0.499 0.278 -0.176 0.0000
C 0.57542 -3.75114 0.44260 -0.921 0.252 -1.434 0.0000
O -0.53623 -3.67982 -0.51031 -0.148 0.303 0.372 0.0000
C -0.79092 -2.35609 -1.05828 1.504 -0.461 1.131 0.0001
H 2.38674 -7.33797 -0.48207 -0.228 0.110 -0.114 0.0000
H 2.75316 -6.31322 0.90079 0.393 0.090 0.011 0.0000
H 2.63724 -5.58548 -0.73355 0.035 0.049 -0.036 0.0000
H 1.13403 -5.09117 2.00381 0.491 -0.194 0.036 0.0000
H -0.49244 -5.29077 1.43574 -0.072 -0.056 -0.095 0.0000
H 1.51297 -3.64044 -0.10225 0.207 0.090 -0.188 0.0000
H 0.55270 -2.93617 1.16605 -0.338 0.038 0.172 0.0000
H -0.97945 -1.64684 -0.25235 0.000 0.125 0.090 0.0001
H -1.63072 -2.28131 -1.74910 0.122 -0.724 0.034 0.0000
H 0.14795 -2.06426 -1.52886 -0.180 0.463 -0.383 0.0000
C -2.67165 -1.74739 3.75454 1.158 0.556 2.058 0.0000
O -2.13399 -2.43896 4.63913 -1.024 0.180 -2.045 0.0000
N -3.07949 -2.01555 2.50877 0.267 -1.801 0.460 0.0000
C -2.71156 -3.31539 1.88254 0.631 1.106 -0.609 0.0000
C -3.38020 -0.92079 1.63080 -1.696 0.144 -1.071 0.0001
H -2.81506 -0.67461 3.95649 -0.167 0.099 0.160 0.0000
H -2.81220 -4.23578 2.45776 -0.044 0.602 0.581 0.0000
H -1.67642 -3.13125 1.59504 0.134 -0.777 -0.049 0.0000
H -3.23803 -3.47850 0.94216 -0.270 0.331 0.108 0.0000
H -2.61613 -0.55947 0.94251 0.507 -0.163 0.309 0.0002
H -4.20378 -1.26735 1.00652 0.017 -0.079 -0.400 0.0000
H -3.85505 -0.06870 2.11719 0.534 -0.038 0.529 0.0000
C 3.95753 1.53093 1.91980 0.392 -1.233 -1.889 -0.0001
C 3.43119 1.68405 3.13218 -1.508 0.782 0.812 -0.0001
C 4.01813 0.94257 4.31973 -0.551 0.140 2.174 0.0000
O 3.55282 0.91966 5.48488 0.861 0.294 -3.203 0.0000
C 5.25285 0.22363 3.98878 1.119 0.600 -1.892 0.0000
C 5.72294 0.07268 2.69554 0.346 -1.622 4.095 0.0000
C 5.06396 0.60476 1.54164 -1.772 2.821 -1.195 0.0000
O 5.46170 0.50314 0.37678 -0.076 -0.748 1.617 0.0000
O 6.82787 -0.66941 2.47400 -0.574 0.433 -0.095 0.0000
O 2.33594 2.46773 3.32914 1.866 -1.624 1.579 -0.0006
H 3.45717 1.91674 1.04392 -0.160 0.429 -0.041 -0.0001
H 5.94741 0.02825 4.79241 -0.280 -0.614 0.187 0.0000
H 6.68390 -0.81319 1.53581 1.034 -0.427 -1.012 0.0000
H 1.96723 2.70481 2.47506 -0.685 0.658 -0.977 -0.0013
C 1.23917 4.13572 -4.42195 1.284 1.940 -1.952 0.0001
C 1.34445 5.20143 -5.29537 0.661 -1.804 -1.377 -0.0002
C 0.61919 6.51825 -5.17026 -0.946 1.464 1.341 0.0000
O 0.69854 7.46992 -5.95039 0.441 -1.880 0.430 -0.0001
C -0.20333 6.58949 -3.92835 1.048 1.047 -1.905 0.0000
C -0.38624 5.53433 -3.16964 -0.970 -2.571 2.028 0.0000
C 0.36816 4.18651 -3.30689 -0.996 -1.909 1.244 -0.0002
O 0.16538 3.15081 -2.60409 0.352 3.161 -1.361 0.0007
O -1.33024 5.51610 -2.23135 0.327 1.277 -1.517 -0.0002
O 2.13100 4.96749 -6.40963 -0.416 -0.190 1.380 -0.0001
H 1.89988 3.30521 -4.62227 -0.290 -0.303 0.136 0.0000
H -0.68308 7.50332 -3.61031 -0.137 0.123 -0.479 0.0000
H -1.00849 4.94753 -1.52794 -0.123 -1.025 1.686 -0.0002
H 2.01790 5.56263 -7.15436 -0.382 0.724 0.335 0.0000
C 0.05917 0.29328 5.07102 -0.593 1.118 -1.524 -0.0001
C -0.17241 0.78153 3.81371 -1.277 1.987 -0.572 0.0000
C 0.36604 0.08524 2.51675 0.402 -0.763 4.532 -0.0003
O 0.29400 0.31423 1.35701 -0.866 1.905 -2.624 -0.0003
C 1.21341 -0.97667 2.92656 1.489 -1.930 0.502 0.0000
C 1.45179 -1.43169 4.17006 2.004 -1.076 -1.221 0.0000
C 0.79810 -0.91605 5.37121 -1.494 2.484 -1.319 0.0000
O 0.89181 -1.31290 6.48653 0.967 -1.708 1.733 -0.0001
O 2.51836 -2.27912 4.32334 -1.137 0.379 -0.184 0.0000
O -0.88371 1.94516 3.64365 1.308 -2.538 3.103 -0.0014
H -0.25772 0.90703 5.90126 -0.227 -0.138 0.069 0.0000
H 1.87200 -1.38326 2.17333 -0.051 -0.068 -0.293 0.0000
H 2.54372 -2.53768 5.24752 0.022 -0.084 0.539 0.0000
H -0.93661 2.20759 2.72174 -0.377 -0.121 -1.544 -0.0014
```
Forces are in eV/Å.

Output
Spin multiplicity: 2
Total charge: -1
Total energy in eV: -114261.4513
Frontier orbital gap (spin up / spin down) in hartree: 0.2484 / 0.1795